No. 1
20
Properties=species:S:1:pos:R:3 method="wB97M-V/def2-TZVPD" smiles=CCN.CNC relative_energy_kj_mol=48.0 homo_lumo_gap_ev=9.9 lumo_energy_ev=1.006 total_charge=0
H 0.58 -2.29 -1.58
H 0.84 -1.10 -2.93
H 2.07 0.95 -2.43
H -2.98 1.08 1.49
H 1.44 1.18 -0.77
H -1.42 -0.26 3.14
H -0.06 1.07 1.45
H -1.04 -1.25 1.75
C -2.01 0.63 1.28
C 2.18 0.65 -1.37
C 0.80 -1.25 -1.84
H 3.18 0.96 -1.04
N -0.93 1.59 1.54
H 2.80 -1.30 -1.50
H -2.70 -1.20 2.29
H -0.06 -0.68 -1.48
H -2.06 0.32 0.22
N 2.00 -0.78 -1.18
H -0.84 2.27 0.79
C -1.80 -0.59 2.16

No. 2
54
Properties=species:S:1:pos:R:3 method="wB97M-V/def2-TZVPD" multiplicity=2 relative_energy_kj_mol=123.5 homo_lumo_gap_ev="8.3 / 7.2" lumo_energy_ev="-5.673 / -6.847" s2=0.759 total_charge=+2
H -3.55 3.16 -1.90
H 1.12 -1.27 2.87
C 2.76 0.78 0.88
H 0.21 2.31 1.04
H -1.61 -1.85 -1.39
H -1.90 -0.17 1.52
C 0.99 -3.46 -0.26
H -2.37 -2.30 2.61
C 2.87 -0.18 3.45
H 2.49 -2.06 0.08
C 3.84 0.72 3.02
C 1.45 0.61 -1.13
C 3.79 1.19 1.72
C -1.61 -2.16 1.83
C -0.27 3.26 0.79
C -4.19 1.12 -2.26
H 0.84 -3.62 0.81
O -1.51 0.52 -0.76
H -2.36 2.19 -2.80
H 2.88 -0.59 4.45
H -4.88 1.04 -1.42
N 1.62 -2.13 -0.45
H -0.16 -3.36 -2.07
N -1.11 -0.77 1.76
C -0.34 -3.44 -1.00
Ru 0.28 -0.59 -0.03
C -1.03 3.17 -0.52
H 1.89 -2.03 -1.43
H 0.59 0.77 -3.18
H 4.63 1.03 3.68
C -2.16 -2.49 0.46
H 4.54 1.87 1.34
H -0.77 -2.81 2.08
H 2.58 2.36 -3.76
N 1.79 -0.07 1.32
H -4.77 1.40 -3.14
H -0.77 -0.44 2.65
H -2.54 -3.51 0.41
N -1.13 -2.25 -0.59
C 2.40 1.89 -2.81
H -1.60 4.08 -0.72
C -3.12 2.17 -2.01
S 3.47 2.17 -1.51
C 1.87 -0.54 2.58
H -3.75 0.14 -2.45
H -0.93 3.55 1.61
C 1.37 1.06 -2.48
C 2.56 1.14 -0.50
S -2.25 1.84 -0.47
H 0.52 4.00 0.70
H -0.39 2.96 -1.38
H -0.90 -4.35 -0.83
H -3.00 -1.82 0.24
H 1.64 -4.25 -0.63

No. 3
11
Properties=species:S:1:pos:R:3 method="wB97M-V/def2-TZVPD" relative_energy_kj_mol=573.4 homo_lumo_gap_ev=4.7 lumo_energy_ev=-8.430 total_charge=+1
H -0.41 1.44 3.85
C -0.20 -0.57 -0.55
H 0.56 -2.16 -2.40
H 1.71 -0.96 -2.19
H 0.59 -0.77 0.19
N 0.75 -1.16 -2.49
N -0.40 1.40 2.84
C -0.13 -0.27 -1.80
H -0.83 2.21 2.44
H -0.82 0.29 -2.41
H -0.81 0.55 2.51

No. 4
31
Properties=species:S:1:pos:R:3 method="wB97M-V/def2-TZVPD" multiplicity=2 relative_energy_kj_mol=163.1 homo_lumo_gap_ev="6.5 / 4.7" lumo_energy_ev="-1.183 / -2.920" s2=0.767 total_charge=0
C 0.17 0.25 1.45
H -3.14 1.67 0.03
N -1.29 2.16 0.93
H 1.02 0.95 -0.93
Sb -1.80 -4.62 -1.24
H -0.10 -0.55 2.13
H -1.30 2.78 -1.08
H -2.30 -0.42 -0.70
C -2.45 1.22 0.76
S 0.48 -5.16 -1.60
N 4.72 -0.70 -1.11
S -1.70 -2.50 -2.37
H 0.23 3.06 -0.23
N 6.57 -1.53 -2.51
H -2.14 -0.94 0.96
C -1.90 -0.14 0.27
N -0.44 -0.05 0.15
H -1.64 3.06 1.25
H -0.88 1.54 2.90
C 5.67 -1.18 -1.87
H 0.47 2.34 2.08
C 3.53 -0.95 -0.84
C -0.07 0.96 -0.83
Sr 0.46 -2.65 -0.79
H -2.97 1.14 1.71
N 2.39 -1.06 -0.51
S -1.42 -3.58 0.88
H 1.25 0.25 1.31
H -0.49 0.67 -1.79
C -0.59 2.35 -0.38
C -0.35 1.62 1.96

No. 5
63
Properties=species:S:1:pos:R:3 method="wB97M-V/def2-TZVPD" smiles="C=CCC1(C(=O)N[C@H](C)C(=O)NCC(C)C)CN(C(=O)[C@H](C)C2(O)CCC2)C1" relative_energy_kj_mol=169.9 homo_lumo_gap_ev=9.4 lumo_energy_ev=0.531 total_charge=0
H -2.26 0.87 0.14
H 0.06 3.61 0.02
O 3.00 1.55 -2.70
C -0.06 0.05 4.71
C 0.00 -0.60 -1.41
H 3.13 -1.70 -2.78
H 1.79 3.34 -7.29
H 1.60 -2.45 -3.21
H 2.14 -0.93 3.22
O 0.34 -2.17 5.76
C -0.25 3.28 1.00
C -0.87 2.10 1.19
H -0.15 -1.79 6.49
H 4.18 4.52 -6.95
H 3.40 5.67 -5.87
C 1.77 -0.12 5.72
H 0.89 1.92 5.49
C 1.58 -1.74 3.70
H 1.67 0.60 -1.44
C 1.11 1.01 4.92
O -0.75 -1.32 -2.06
N 1.11 -0.07 -1.94
C 1.57 -0.26 -3.31
H 3.95 1.95 -6.41
C 2.51 0.90 -3.62
H 4.77 4.74 -5.31
H 1.13 4.58 -6.22
H 2.63 -1.78 -4.46
H 2.85 -0.27 5.61
H -1.14 -2.32 0.23
C 1.61 3.60 -6.25
N 2.76 1.12 -4.92
C 2.65 -2.81 4.06
H 3.40 -2.43 4.74
H -0.86 0.15 5.45
C 2.92 3.59 -5.42
C 3.61 2.21 -5.40
H 1.57 -0.09 6.79
H -1.10 1.65 -0.86
H -0.56 0.07 3.74
H 4.53 2.26 -4.80
H 0.88 2.89 -5.85
C 0.58 -2.25 2.64
H 1.07 0.56 1.63
H -0.05 3.94 1.84
H -1.91 -1.16 1.38
H -1.16 1.81 2.19
N 0.21 -1.42 1.65
O 0.24 -3.43 2.61
H 1.82 -0.61 0.49
H 3.17 -3.17 3.16
C -1.20 1.11 0.08
C 3.87 4.69 -5.92
C 0.90 -0.29 0.97
H 2.19 -3.68 4.53
C 2.27 -1.62 -3.45
C -1.01 -1.40 0.81
H 0.71 -0.22 -3.98
H 1.65 1.28 4.01
C -0.36 -0.21 0.05
C 0.88 -1.14 4.98
H 2.66 3.84 -4.39
H 2.32 0.53 -5.60

No. 6
14
Properties=species:S:1:pos:R:3 method="wB97M-V/def2-TZVPD" relative_energy_kj_mol=326.9 homo_lumo_gap_ev="8.3 / 8.3" lumo_energy_ev="-0.151 / -0.152" total_charge=0
P -1.59 -0.26 -0.30
C 1.73 0.29 -0.37
C 1.07 1.42 -0.15
H -0.65 1.31 -1.51
C 1.19 -1.09 -0.36
H -1.72 0.70 1.63
H -0.34 -2.39 0.05
H 1.36 2.44 0.02
C -0.09 -1.40 -0.16
H 1.92 -1.91 -0.59
N -1.00 1.28 -0.48
H 2.83 0.19 -0.66
N -1.84 -0.27 1.41
H -2.88 -0.32 1.48

No. 7
90
Properties=species:S:1:pos:R:3 method="wB97M-V/def2-TZVPD" homo_lumo_gap_ev=7.4 lumo_energy_ev=-0.978 total_charge=0
H 4.68 4.30 -5.94
C 0.29 -4.74 -1.42
H 0.83 3.12 2.58
C 4.46 -1.35 4.73
H -5.68 -0.91 2.82
H -0.01 -5.15 -0.46
H 3.25 2.11 -3.16
H 2.11 4.27 5.31
H 4.74 2.37 -4.08
C 2.53 -0.34 -3.66
C -2.77 3.42 -5.44
C -0.62 0.36 -2.20
H -1.94 5.26 -4.71
C -2.89 4.71 -4.67
H 2.58 3.06 2.96
H -7.42 -1.21 2.88
C -2.53 0.90 4.11
C 0.45 -7.07 -2.51
H 0.36 4.33 4.93
C 3.88 2.87 -3.61
C 3.82 4.72 -5.41
C 4.54 -2.85 4.73
H -6.64 -0.19 4.13
H -1.48 4.02 -7.05
H -2.82 0.35 5.01
O 1.14 1.36 5.08
H -3.23 4.08 -7.43
H 4.55 -3.22 5.76
C 3.57 -1.69 -1.27
H 4.73 -0.16 -4.28
H -3.69 5.32 -5.08
H -0.20 -3.78 -1.56
H -1.45 1.02 4.07
H 1.68 1.56 2.65
H -2.39 2.53 -7.34
C -0.13 -5.67 -2.53
C 0.06 -0.53 -3.00
C -6.53 -1.07 3.49
C 3.10 3.62 -4.66
N 1.26 -1.96 -0.42
H -7.03 -3.58 5.86
O -3.80 0.66 2.11
C 1.55 -0.82 -2.68
H 3.14 5.17 -6.13
H 3.70 -3.28 4.19
C 1.17 3.72 5.34
H 0.06 -7.63 -3.36
O -0.90 -5.32 -3.39
H 5.66 -1.39 -2.12
O -5.26 -2.94 4.22
C -2.11 0.77 -2.46
H 1.53 -7.02 -2.58
H -2.92 -1.66 1.77
O 5.33 -0.67 4.23
C 1.62 2.56 3.09
C 4.57 -1.23 -2.29
H 4.15 5.48 -4.71
N 3.83 -2.31 -0.06
O 1.94 3.35 -4.90
C 2.07 -1.50 -1.44
H -3.12 4.48 -3.63
H -1.40 -1.22 2.57
C -2.45 3.53 -6.91
S 2.36 -2.57 0.70
H 1.37 -4.59 -1.45
C -7.35 -2.68 5.32
O -2.92 2.35 -4.91
H 3.32 0.36 5.29
H 0.15 -7.58 -1.59
H 5.47 -3.17 4.25
H 2.18 0.20 -4.58
H 3.20 -0.99 6.42
C -3.01 0.15 2.89
H -2.31 1.73 -1.88
C -6.28 -2.29 4.33
H -2.87 0.02 -2.11
C -2.49 -1.24 2.68
H 0.93 3.48 6.38
H -7.50 -1.88 6.04
H -2.77 -1.88 3.52
C 1.29 2.44 4.55
H -2.99 1.88 4.14
I 0.32 1.31 -0.47
H 2.34 -1.05 4.85
C 3.25 -0.72 5.36
H -8.28 -2.90 4.79
C 4.06 -0.55 -3.47
H -2.20 1.05 -3.55
H 4.22 3.56 -2.84
I -1.00 -1.40 -4.69

No. 8
94
Properties=species:S:1:pos:R:3 method="wB97M-V/def2-TZVPD" smiles="C=CC(=O)OCCCCCCB1OBOB(COCOCCO)O1.CCOCC.CCOCC.CCOCC" homo_lumo_gap_ev=10.0 lumo_energy_ev=0.367 total_charge=0
B -0.02 2.69 2.40
C 3.01 2.39 -1.20
O -4.54 0.59 -0.85
O 0.18 1.80 -0.32
C -10.43 0.41 -0.90
C -9.14 0.21 -1.68
H 5.81 0.37 8.67
H -10.44 -2.20 -1.58
H 1.48 -0.29 -3.95
H 8.01 1.57 1.10
O 6.27 1.50 6.17
H -10.51 -2.71 -4.02
H 3.58 -0.31 -0.09
C -5.00 -0.79 -0.73
C 5.57 0.28 5.94
H 6.62 3.05 7.43
H 8.26 -0.65 3.38
C 0.71 -0.92 -4.40
H 0.59 -0.57 -5.43
H 7.45 1.00 8.57
H -11.25 -0.17 -1.31
H -0.54 -2.10 -6.53
C 3.41 -0.28 -1.21
O -2.53 1.71 -1.58
C 7.82 0.51 1.50
H 3.52 1.58 0.92
H -10.72 1.46 -0.92
H -4.15 -1.53 -0.50
H 4.97 2.46 7.48
H -10.29 0.10 0.14
H 3.70 0.75 6.95
H -0.15 3.10 3.50
H -8.97 -1.86 -4.26
H 2.39 -0.73 -1.48
H -9.01 -3.07 -2.09
C 3.70 1.13 -1.90
O -0.69 3.46 1.35
H 7.90 1.25 3.57
B 1.23 1.84 0.70
O -5.29 -0.88 1.76
O 7.97 -1.77 0.70
H 3.24 1.06 -2.96
H 5.91 -0.48 6.65
H -2.67 0.29 0.05
C 0.01 -3.03 -6.38
C 7.99 0.33 2.89
C -6.04 -0.94 0.49
H -10.41 -0.96 -3.81
H 3.74 3.28 -1.33
H 2.90 3.30 0.83
H 6.23 1.84 9.55
C -2.37 2.69 -0.51
C 5.64 -1.60 -0.71
H 4.03 -2.31 -2.13
C 6.02 2.14 7.42
H 4.82 1.22 -2.07
C 4.06 0.42 5.97
C -9.53 -2.12 -2.19
C 7.45 -0.65 0.49
H 5.87 -0.06 4.95
C -3.09 0.51 -1.00
O 1.21 -2.25 -4.38
H -5.56 -1.65 2.30
H 0.92 -2.97 -6.99
O -8.66 -1.13 -1.66
C 0.36 -3.25 -4.92
H 2.08 2.70 -1.78
O 0.76 1.52 2.05
H -0.44 -1.06 -2.57
H -3.16 2.46 0.29
H -6.87 -0.17 0.47
H -6.42 -2.02 0.42
H 3.73 1.16 5.24
H 0.90 -4.20 -4.83
H 3.58 -0.53 5.75
H -5.56 -1.12 -1.67
H 5.07 -0.86 -2.71
C 6.40 1.29 8.62
B -0.89 2.64 0.17
H -0.54 -3.35 -4.31
H -9.25 0.56 -2.72
H 6.21 -2.56 -0.94
H 5.16 -1.69 0.33
O 6.59 -0.48 -0.63
H -8.36 0.83 -1.24
H -0.89 0.30 -3.62
C 4.51 -1.32 -1.83
H -2.84 -0.33 -1.74
C -0.58 -0.75 -3.61
H -0.61 -3.85 -6.75
C -9.88 -1.90 -3.65
C 2.76 2.25 0.38
H -2.63 3.72 -0.93
H -1.39 -1.35 -4.03